Entry 1:
Here is F2H4NPSi as an isolated structure from OMol25. Energies are from ωB97M-V with the def2-TZVPD basis set.

Calculated values
charge = 0
electronic energy = -887.72929 Ha

Element x y z (Å)
Si 0.1463 -0.5348 -0.3441
F -1.6599 1.2298 3.2729
F -3.2668 0.0127 2.0657
H 1.4911 -1.0155 0.1171
H 0.1452 0.9285 1.3291
H 0.5081 -0.3793 -1.8142
P -1.7451 -0.1971 2.5371
N -0.5672 0.5399 0.7264
H -0.9555 -1.5205 -0.5590

Entry 2:
Here is a 2-piece molecular cluster, F2H4SSi2 overall from OMol25. Energies are from ωB97M-V with the def2-TZVPD basis set.

Calculated values
charge = 0
electronic energy = -1179.29914 Ha

Element x y z (Å)
F -0.3354 -1.2559 -1.8044
H 2.6845 0.1268 -1.2321
F -1.7400 0.7290 -1.5755
H 0.4187 -1.1126 1.5782
Si -0.6930 -0.1005 1.2274
H -0.7740 1.1515 1.7761
Si -0.3795 0.1089 -0.9974
S 2.7839 1.1982 -0.4183
H -1.9653 -0.8454 1.4460

Entry 3:
Here is a 2-piece molecular cluster, F2HPS2 overall from OMol25. Energies are from ωB97M-V with the def2-TZVPD basis set.

Calculated values
charge = 0
electronic energy = -1338.04814 Ha

Element x y z (Å)
H -0.7019 0.6994 0.0569
P -1.0486 -3.5155 3.0094
F -2.5793 -3.1702 2.5079
S 0.4945 0.5701 0.5775
F -1.0419 -2.3472 4.0320
S -0.1766 -0.5667 2.0491

Entry 4:
Here is F2NO4RbS2 as an isolated structure from OMol25. Energies are from ωB97M-V with the def2-TZVPD basis set.

Calculated values
charge = 0
electronic energy = -1375.79560 Ha

Element x y z (Å)
O -1.3662 -0.4166 -1.8374
Rb 2.6431 0.6139 -0.3598
F 0.0803 1.3651 -2.1842
O -1.6162 1.4488 -0.3912
N 0.6986 -0.0944 -0.1064
O -0.0659 -2.1652 1.0658
O -0.9256 0.0246 1.9220
S -0.7119 0.5085 -0.9966
F 1.3376 -0.5459 1.8431
S -0.0738 -0.7388 1.0447

Entry 5:
Here is F2NO8S3Sn as an isolated structure from OMol25. Energies are from ωB97M-V with the def2-TZVPD basis set.

Calculated values
charge = -1
electronic energy = -2265.02613 Ha

Element x y z (Å)
O -0.5437 -4.5339 1.7281
Sn 0.7598 1.5320 -0.3370
S -1.1348 -3.2136 2.0726
S -2.6174 -3.0296 0.3483
O -2.4686 -4.3680 -0.2549
O 4.0386 6.4747 -2.0821
O 2.5205 5.1322 -3.3731
F 0.1725 -2.5320 2.7996
O 2.1599 5.3273 -1.0776
S 3.1659 5.2989 -2.1040
O -2.1085 -3.1296 3.1204
O -3.8961 -2.7193 1.0443
F -2.7228 -2.1310 -0.9598
N -1.2184 -2.1831 0.9758
O 3.8931 4.0750 -1.9005

Entry 6:
Here is an isolated molecule of F2NOP from OMol25. Energies are from ωB97M-V with the def2-TZVPD basis set.

Calculated values
structure (SMILES) = O=NP(F)F
charge = 0
electronic energy = -671.00527 Ha

Element x y z (Å)
F 1.3058 -1.4286 -0.0690
P 0.5761 0.2192 0.7076
N -0.8855 -0.1396 -0.2826
O -1.9750 0.1567 0.1171
F 0.9786 1.1922 -0.4731

Entry 7:
Here is F2Zn3 as an isolated structure from OMol25. Energies are from ωB97M-V with the def2-TZVPD basis set.

Calculated values
charge = +4
electronic energy = -5535.53443 Ha

Element x y z (Å)
F -28.8293 -11.4811 5.8984
Zn -27.9904 -13.3310 1.2598
Zn -29.2062 -10.7025 4.1200
F -28.4037 -12.5708 3.1522
Zn -27.9369 -13.1342 5.7920

Entry 8:
Here is a 3-piece molecular cluster, F3H3SSi2 overall from OMol25. Energies are from ωB97M-V with the def2-TZVPD basis set.

Calculated values
charge = 0
spin multiplicity = 3
<S²> = 2.005
electronic energy = -1278.54215 Ha

Element x y z (Å)
H 0.2549 1.6992 -0.4508
Si -1.3092 -1.3392 0.0035
H -1.7428 -2.2453 -2.0688
F 0.2025 -0.8511 0.3160
H 2.4180 0.7724 -0.7605
F -2.3640 -0.0599 0.2095
S 2.4864 2.4838 1.5710
Si 1.6373 1.8188 -0.0756
F -1.5830 -2.2788 1.2556

Entry 9:
Here is F3HN2 as an isolated structure from OMol25. Energies are from ωB97M-V with the def2-TZVPD basis set.

Calculated values
charge = 0
electronic energy = -409.43999 Ha

Element x y z (Å)
F 0.5873 -0.2634 1.5587
F -0.9657 1.0906 0.8624
H -0.8606 -0.8912 -0.5921
N 0.1931 0.7073 0.1984
N -0.0812 -0.0769 -0.8111
F 1.1271 -0.5664 -1.2163

Entry 10:
Here is a 2-piece molecular cluster, F3HN2 overall from OMol25. Energies are from ωB97M-V with the def2-TZVPD basis set.

Calculated values
charge = 0
electronic energy = -409.40665 Ha

Element x y z (Å)
N -0.6558 -0.8100 -0.2572
N 0.9355 0.6292 0.4314
F -1.2870 0.0512 -1.0087
F 0.8568 0.4254 1.7875
F 0.1388 -1.4286 -1.1171
H 0.0117 1.1329 0.1641

Entry 11:
Here is an isolated molecule of F3HN2 from OMol25. Energies are from ωB97M-V with the def2-TZVPD basis set.

Calculated values
structure (SMILES) = FNN(F)F
charge = 0
electronic energy = -409.47319 Ha

Element x y z (Å)
N -0.0779 0.0051 0.9041
N 1.1305 0.8858 1.1016
F 1.9630 0.7219 0.0073
F 0.4831 2.1150 0.8948
H -0.1215 0.0462 -0.1400
F 0.3250 -1.2429 1.1325

Entry 12:
Here is F3NO2S as an isolated structure from OMol25. Energies are from ωB97M-V with the def2-TZVPD basis set.

Calculated values
charge = 0
electronic energy = -902.77637 Ha

Element x y z (Å)
S 0.0946 0.5181 -0.5558
F 0.2640 1.7135 1.1276
F -0.2428 -1.8691 -0.1989
O 1.3914 0.0950 -0.8999
O -0.7281 1.0798 -1.5191
N -0.7838 -0.7744 0.4369
F 0.0047 -0.7628 1.6091

Which value of electronic energy does entry 10 give?
-409.40665 Ha